A 10-piece molecular cluster, C58H140N8O18 overall in a non-equilibrium geometry, computed with wB97M-V/def2-TZVPD.

Computed properties:
calculated total energy	-111169.768	eV
orbital gap (alpha / beta)	6.97 / 2.73	eV
expectation value of S²	0.754

```
! RIJCOSX wB97M-V def2-TZVPD def2/J DEFGRID3
* xyz 1 2
C -1.119 2.253 -2.658
O -2.046 2.042 -1.639
C -3.416 2.227 -1.986
C -3.994 1.302 -3.052
N -4.019 -0.134 -2.689
C -5.191 -0.351 -1.833
C -5.277 -1.813 -1.378
O -4.078 -2.197 -0.723
C -4.130 -3.566 -0.388
H -1.176 1.401 -3.336
H -0.113 2.425 -2.277
H -1.411 3.120 -3.251
H -3.573 3.220 -2.407
H -4.036 2.101 -1.098
H -3.482 1.489 -3.996
H -5.010 1.661 -3.218
H -3.166 -0.414 -2.225
H -6.070 -0.124 -2.435
H -5.108 0.263 -0.936
H -5.442 -2.444 -2.251
H -6.187 -1.930 -0.789
H -4.257 -4.311 -1.174
H -4.767 -3.879 0.439
H -3.110 -3.769 -0.065
C 2.942 -6.252 -3.605
O 3.133 -6.251 -2.181
C 1.931 -6.336 -1.413
C 2.331 -6.557 0.005
N 3.158 -5.474 0.550
C 2.414 -4.186 0.670
C 3.250 -3.039 0.388
O 3.639 -3.162 -0.968
C 4.727 -2.372 -1.362
H 2.258 -7.078 -3.797
H 3.880 -6.419 -4.135
H 2.562 -5.255 -3.829
H 1.260 -7.139 -1.717
H 1.366 -5.415 -1.552
H 2.971 -7.438 0.023
H 1.472 -6.707 0.659
H 3.653 -5.153 -0.270
H 1.888 -4.142 1.624
H 1.496 -4.181 0.083
H 4.149 -3.107 1.001
H 2.797 -2.063 0.563
H 4.511 -1.330 -1.595
H 5.176 -2.748 -2.281
H 5.573 -2.211 -0.694
C -4.172 0.763 1.770
O -3.657 0.842 3.095
C -4.121 -0.262 3.841
C -3.298 -0.260 5.156
N -3.407 0.963 5.875
C -2.773 0.954 7.211
C -2.492 2.377 7.636
O -1.320 2.880 6.994
C -1.030 4.290 7.429
H -5.247 0.910 1.882
H -4.062 -0.211 1.294
H -3.712 1.523 1.139
H -3.965 -1.206 3.319
H -5.182 -0.291 4.089
H -2.259 -0.463 4.897
H -3.540 -1.134 5.761
H -2.906 1.583 5.256
H -1.841 0.392 7.144
H -3.423 0.458 7.932
H -2.180 2.222 8.669
H -3.410 2.947 7.490
H -0.135 4.616 6.898
H -0.734 4.242 8.477
H -1.883 4.934 7.220
C -5.887 -5.810 -2.755
O -4.818 -6.477 -2.083
C -3.637 -6.639 -2.829
C -2.576 -7.274 -1.924
N -2.043 -6.378 -0.933
C -1.654 -7.134 0.255
C -1.234 -6.105 1.357
O -2.435 -5.346 1.805
C -2.169 -4.329 2.728
H -5.696 -4.794 -3.100
H -6.829 -5.705 -2.219
H -6.165 -6.469 -3.577
H -3.217 -5.711 -3.216
H -3.784 -7.176 -3.766
H -1.770 -7.763 -2.471
H -3.230 -7.941 -1.363
H -2.848 -5.923 -0.526
H -0.896 -7.903 0.109
H -2.517 -7.691 0.620
H -0.551 -5.389 0.899
H -0.720 -6.640 2.156
H -1.656 -4.861 3.529
H -3.053 -3.813 3.103
H -1.495 -3.568 2.335
C 2.213 -2.247 4.983
O 1.497 -2.084 3.742
C 1.750 -0.819 3.099
C 1.047 0.434 3.670
N 1.889 1.071 4.732
C 1.284 2.268 5.138
C 1.710 3.444 4.187
O 1.276 4.744 4.639
C 1.229 5.888 3.791
H 1.850 -1.654 5.822
H 3.293 -2.132 4.886
H 2.083 -3.274 5.324
H 1.346 -0.955 2.096
H 2.793 -0.640 2.835
H 0.090 0.069 4.043
H 0.701 1.098 2.878
H 1.910 0.452 5.530
H 1.653 2.664 6.084
H 0.222 2.129 5.343
H 1.378 3.181 3.183
H 2.791 3.578 4.215
H 1.073 6.869 4.240
H 0.582 5.829 2.916
H 2.287 5.907 3.528
C -1.112 4.960 0.198
O -2.023 4.812 1.308
C -1.606 3.884 2.360
C -2.300 4.316 3.644
N -3.688 3.804 3.699
C -4.435 4.240 4.860
C -5.865 3.652 4.948
O -6.715 4.428 4.108
C -8.029 3.937 4.020
H -1.580 5.568 -0.577
H -0.880 4.088 -0.413
H -0.220 5.476 0.555
H -0.542 3.986 2.570
H -1.834 2.855 2.083
H -2.425 5.397 3.580
H -1.721 4.011 4.515
H -3.605 2.798 3.666
H -4.604 5.316 4.897
H -3.895 3.973 5.768
H -6.219 3.641 5.979
H -5.818 2.605 4.648
H -8.709 4.725 3.696
H -8.422 3.524 4.949
H -7.998 3.245 3.178
C 4.157 -0.660 -4.718
C 3.135 0.415 -5.097
C 3.936 1.752 -5.316
C 4.468 1.956 -6.713
C 3.383 1.665 -7.686
C 2.827 0.289 -7.658
N 2.292 0.124 -6.304
O 1.413 -0.869 -6.146
C 1.574 0.463 -8.578
C 3.743 -0.825 -8.186
C 2.112 0.765 -3.960
H 4.932 -0.974 -5.417
H 3.621 -1.586 -4.514
H 4.644 -0.395 -3.779
H 3.357 2.658 -5.138
H 4.675 1.948 -4.539
H 5.350 1.331 -6.853
H 4.814 2.976 -6.883
H 3.764 1.830 -8.693
H 2.668 2.470 -7.516
H 0.775 0.971 -8.038
H 1.786 1.080 -9.451
H 1.258 -0.564 -8.760
H 3.169 -1.750 -8.234
H 4.033 -0.787 -9.236
H 4.665 -1.090 -7.668
H 1.478 -0.112 -3.829
H 1.443 1.551 -4.309
H 2.633 1.037 -3.042
H 0.570 -0.430 -6.008
C 2.347 4.922 -1.443
C 3.189 4.348 -0.302
C 2.935 2.764 -0.252
C 4.017 1.892 0.410
C 5.344 2.291 -0.177
C 5.755 3.836 -0.149
N 4.616 4.567 -0.720
O 4.941 5.906 -0.891
C 6.132 4.122 1.317
C 7.064 3.954 -0.955
C 2.816 5.043 1.045
H 2.482 4.502 -2.440
H 2.574 5.970 -1.637
H 1.288 4.770 -1.234
H 2.084 2.438 0.347
H 2.775 2.306 -1.228
H 3.726 0.885 0.109
H 4.051 2.008 1.493
H 5.354 1.947 -1.211
H 6.141 1.762 0.347
H 5.323 4.123 2.048
H 6.866 3.415 1.703
H 6.485 5.150 1.407
H 6.931 3.690 -2.004
H 7.450 4.973 -0.999
H 7.841 3.295 -0.569
H 2.905 6.128 1.014
H 3.311 4.665 1.940
H 1.784 4.854 1.340
H 4.645 6.039 -1.795
C 0.026 -2.676 -3.494
C -0.680 -3.970 -3.120
O -1.025 -4.029 -1.753
O -0.863 -1.543 -3.492
H 0.503 -2.911 -4.446
H 0.908 -2.507 -2.876
H -0.050 -4.845 -3.281
H -1.491 -4.117 -3.833
H -1.412 -4.847 -1.434
H -1.202 -1.660 -2.601
C 0.257 0.014 -0.479
C -0.600 -1.160 0.051
O -1.747 -1.106 -0.809
O -0.146 1.241 0.115
H 0.310 0.018 -1.568
H 1.262 -0.152 -0.092
H -0.870 -1.015 1.097
H -0.073 -2.106 -0.074
H -2.378 -1.741 -0.462
H -1.008 1.461 -0.245
*
```

Here are the Löwdin charges for atoms 1 to 99, given in e: -0.12 -0.22 -0.18 -0.19 -0.02 -0.19 -0.19 -0.20 -0.09 0.08 0.08 0.10 0.13 0.11 0.10 0.12 0.07 0.13 0.10 0.11 0.13 0.07 0.11 0.07 -0.07 -0.20 -0.23 -0.19 -0.01 -0.23 -0.22 -0.17 -0.12 0.09 0.09 0.07 0.12 0.10 0.12 0.10 0.07 0.12 0.09 0.14 0.11 0.06 0.09 0.09 -0.08 -0.21 -0.21 -0.23 -0.04 -0.18 -0.24 -0.23 -0.03 0.10 0.07 0.08 0.10 0.12 0.10 0.12 0.09 0.11 0.12 0.12 0.11 0.07 0.08 0.08 -0.09 -0.19 -0.22 -0.18 -0.07 -0.17 -0.14 -0.22 -0.11 0.08 0.09 0.09 0.11 0.13 0.13 0.12 0.09 0.12 0.12 0.10 0.12 0.09 0.08 0.08 -0.10 -0.19 -0.21

=====

The molecule C4H9NO2 in a non-equilibrium geometry, computed with wB97M-V/def2-TZVPD.

Computed properties:
calculated total energy	-9878.416	eV
orbital gap	10.30	eV
structure (SMILES)	CC(=O)NCCO

```
! RIJCOSX wB97M-V def2-TZVPD def2/J DEFGRID3
* xyz 0 1
C -1.363 -1.431 0.183
C -1.468 -0.421 -0.900
O -2.438 -0.212 -1.605
N -0.426 0.499 -1.162
C 0.901 0.621 -0.620
C 0.985 0.984 0.916
O 2.004 0.257 1.576
H -0.800 -2.361 0.011
H -0.894 -1.101 1.103
H -2.361 -1.816 0.454
H -0.784 1.369 -1.511
H 1.530 -0.249 -0.737
H 1.445 1.448 -1.119
H -0.002 0.780 1.357
H 1.245 2.019 1.052
H 2.425 -0.386 1.003
*
```

Löwdin charges in e: 0.00 -0.49 0.05 0.04 -0.17 -0.24 -0.07 0.09 0.06 0.10 0.13 0.10 0.13 0.10 0.10 0.07

=====

The molecule CH2IN2OP in a non-equilibrium geometry, computed with wB97M-V/def2-TZVPD.

Computed properties:
calculated total energy	-23486.605	eV
orbital gap	9.68	eV
structure (SMILES)	N#COP(N)I

```
! RIJCOSX wB97M-V def2-TZVPD def2/J DEFGRID3
* xyz 0 1
N -1.167 -0.382 2.171
C -1.133 0.201 1.179
O -1.131 1.113 0.268
P 0.106 0.922 -0.878
N 0.028 -0.767 -1.148
I 2.237 1.130 0.379
H 0.198 -1.266 -0.277
H 0.863 -0.951 -1.694
*
```

Löwdin charges in e: 0.18 -0.52 -0.29 0.50 -0.24 0.33 0.02 0.02

=====

A 2-piece molecular cluster, C4H11NO overall in a non-equilibrium geometry, computed with wB97M-V/def2-TZVPD.

Computed properties:
calculated total energy	-7862.692	eV
orbital gap	10.44	eV
structure (SMILES)	C=CC.NCO

```
! RIJCOSX wB97M-V def2-TZVPD def2/J DEFGRID3
* xyz 0 1
C 1.787 0.166 -2.343
C 1.553 0.906 -1.264
C 2.154 0.591 0.054
H 1.348 0.394 -3.305
H 2.228 -0.824 -2.323
H 1.020 1.830 -1.403
H 2.964 -0.138 0.005
H 1.489 0.274 0.851
H 2.656 1.458 0.479
N -2.410 -1.538 0.942
C -1.448 -0.514 0.551
O -1.308 0.556 1.454
H -3.336 -1.114 1.059
H -2.199 -1.835 1.890
H -1.568 -0.200 -0.479
H -0.518 -1.103 0.559
H -1.189 0.153 2.326
*
```

Löwdin charges in e: -0.02 -0.24 -0.12 0.04 0.06 0.09 0.08 0.05 0.07 0.01 -0.37 -0.07 0.07 0.06 0.11 0.10 0.08

=====

The lowest calculated total energy belongs to which entry? C58H140N8O18